C18H9Cl4N2O3RuS2 | ωB97M-V/def2-TZVPD

- energy relative to the best compared isomer or geometry (same formula, charge and spin) (eV) = 0.1004
- multiplicity = 5
- gap between HOMO and LUMO (alpha / beta) (eV) = 6.056 / 6.070
- E_LUMO (alpha / beta) (eV) = 2.26 / 2.21
- net charge = -1

CARTESIAN COORDINATES (ANGSTROEM)
Ru  0.64881  0.63336  -2.39495
Cl  -6.13686  0.59222  -0.65491
C  -4.44020  0.93356  -0.65599
C  -3.86808  1.60672  0.41433
Cl  -4.84705  2.11316  1.74861
C  -2.49689  1.87447  0.40412
Cl  -1.73710  2.66809  1.74887
C  -1.67223  1.50437  -0.66469
O  -0.40272  1.75069  -0.70682
C  -2.26679  0.80097  -1.77767
O  -1.49674  0.44273  -2.76024
C  -3.63941  0.53063  -1.73008
Cl  -4.32244  -0.35715  -3.05026
S  1.64771  -1.22773  -3.94590
C  1.38857  -2.06373  -2.49508
N  0.89904  -1.46523  -1.43744
C  0.76678  -2.28308  -0.34560
C  0.27339  -1.88944  0.89732
C  0.22446  -2.82349  1.91682
C  0.65663  -4.13325  1.70451
C  1.13677  -4.53831  0.46781
C  1.18853  -3.60767  -0.55860
S  1.74290  -3.77549  -2.20798
H  -0.06547  -0.86535  1.01374
H  -0.16143  -2.53742  2.88712
H  0.61367  -4.84741  2.51757
H  1.46001  -5.55977  0.31129
O  2.63158  1.28642  -1.63730
N  2.38070  1.75936  -0.43371
C  1.99056  3.03872  -0.26727
C  1.69527  3.53288  0.97772
C  1.78845  2.71032  2.09098
C  2.17609  1.39352  1.89542
C  2.46892  0.94043  0.63256
H  1.89432  3.60207  -1.18166
H  1.36436  4.55691  1.07089
H  1.53980  3.07779  3.07568
H  2.23263  0.70384  2.72549
H  2.74347  -0.07872  0.40533